# 1
The following is a DFT calculation (ωB97M-V/def2-TZVPD) of the molecule C4H8O2.

ΔE to the lowest compared entry with this formula, charge and spin = 26.93 kcal per mole
frontier orbital gap = 0.406 hartree
maximum force = 0.0106 hartree/bohr
spin multiplicity = 1

Each atom is followed by the atoms it is bonded to, with distances in Å.
Geometry (Å):
1 C 1.7203 -0.7731 0.2337  C2 1.528, H7 1.095, H8 1.099, H9 1.095
2 C 0.5154 -0.3350 -0.5983  C1 1.528, C3 1.539, H10 1.101, H11 1.096
3 C -0.4562 0.5549 0.1969  C2 1.539, O4 1.403, C5 1.524, H12 1.110
4 O -0.4378 1.8901 -0.2319  C3 1.403, H13 0.972
5 C -1.8777 0.0102 0.1226  C3 1.524, O6 1.208, H14 1.113
6 O -2.8414 0.7363 0.0616  C5 1.208
7 H 2.2990 -1.5508 -0.2745  C1 1.095
8 H 1.3895 -1.1887 1.1954  C1 1.099
9 H 2.3870 0.0708 0.4406  C1 1.095
10 H -0.0135 -1.2336 -0.9514  C2 1.101
11 H 0.8169 0.2290 -1.4883  C2 1.096
12 H -0.1788 0.4847 1.2691  C3 1.110
13 H -1.3485 2.2039 -0.1019  O4 0.972
14 H -1.9743 -1.0987 0.1265  C5 1.113

Results of the Mulliken charge analysis, in e, for atoms 1 through 4: C -1.245; C -0.471; C 0.268; O -0.554


# 2
The following is a DFT calculation (ωB97M-V/def2-TZVPD) of the ion C2H8N3 with charge +1 in a non-equilibrium geometry.

ΔE to the lowest compared entry with this formula, charge and spin = 13.31 kcal per mole
frontier orbital gap = 0.439 hartree
total charge = +1
maximum force = 0.0584 hartree/bohr
spin multiplicity = 1

Each atom is followed by the atoms it is bonded to, with distances in Å.
Geometry (Å):
1 C 1.5965 0.3169 0.8090  N2 1.476, H6 1.088, H7 1.087, H8 1.090
2 N 0.4062 -0.4657 0.4240  C1 1.476, C3 1.331, H9 1.010
3 C -0.6635 -0.1273 -0.2926  N2 1.331, N4 1.330, N5 1.344
4 N -1.7264 -0.9222 -0.3835  C3 1.330, H10 0.999, H11 0.999
5 N -0.5558 0.9883 -1.0339  C3 1.344, H12 1.005, H13 1.006
6 H 1.4624 1.3796 0.6153  C1 1.088
7 H 1.8332 0.2247 1.8657  C1 1.087
8 H 2.4193 -0.0925 0.2226  C1 1.090
9 H 0.3706 -1.2361 1.0759  N2 1.010
10 H -1.8953 -1.4565 0.4435  N4 0.999
11 H -2.1311 -1.3822 -1.1721  N4 0.999
12 H 0.3297 1.4008 -1.2707  N5 1.005
13 H -1.4460 1.3721 -1.3031  N5 1.006

Results of the Mulliken charge analysis, in e, for atoms 1 through 4: C -0.921; N -0.190; C 0.686; N -0.405


# 3
The following is a DFT calculation (ωB97M-V/def2-TZVPD) of a cluster of 2 separate species, C5H2IN in total in a non-equilibrium geometry.

ΔE to the lowest compared entry with this formula, charge and spin = 12.82 kcal per mole
frontier orbital gap = 0.364 hartree
maximum force = 0.0789 hartree/bohr
spin multiplicity = 1

Each atom is followed by the atoms it is bonded to, with distances in Å.
Geometry (Å):
1 C 0.7527 0.8152 0.8030  C2 1.374, C3 1.215
2 C 1.9514 0.3628 0.3067  C1 1.374, N6 1.145
3 C -0.0164 1.2897 1.6152  C1 1.215, H8 1.011
4 C 0.3175 -0.0749 -2.3154  C5 1.213, H9 1.049
5 C -0.7418 0.5132 -2.2500  C4 1.213, I7 1.988
6 N 2.9559 -0.0170 -0.0911  C2 1.145
7 I -2.2338 1.7399 -1.7797  C5 1.988
8 H -0.6686 1.6875 2.2769  C3 1.011
9 H 0.9256 -0.6959 -2.9025  C4 1.049

Results of the Mulliken charge analysis, in e, for atoms 1 through 4: C -0.024; C 0.186; C -0.193; C -0.216


# 4
The following is a DFT calculation (ωB97M-V/def2-TZVPD) of the molecule C3H5NO2 in a non-equilibrium geometry.

ΔE to the lowest compared entry with this formula, charge and spin = 129.73 kcal per mole
frontier orbital gap = 0.249 hartree
maximum force = 0.0417 hartree/bohr
spin multiplicity = 1

Each atom is followed by the atoms it is bonded to, with distances in Å.
Geometry (Å):
1 O 1.9320 0.5911 0.1548  C2 1.267
2 C 0.7291 0.2664 -0.0768  O1 1.267, N3 1.372, C6 1.644, H7 1.121
3 N -0.2215 0.3089 0.9109  C2 1.372, C4 1.348
4 C -1.4908 0.0966 0.5089  N3 1.348, O5 1.235, H8 1.092
5 O -1.8779 0.3195 -0.6426  C4 1.235
6 C 0.8397 -1.2980 -0.5697  C2 1.644, H9 1.089, H10 1.083, H11 1.083
7 H 0.3311 0.8259 -0.9632  C2 1.121
8 H -2.1817 -0.2970 1.2567  C4 1.092
9 H -0.1996 -1.6148 -0.6409  C6 1.089
10 H 1.3825 -1.9144 0.1354  C6 1.083
11 H 1.2929 -1.2874 -1.5535  C6 1.083

Results of the Mulliken charge analysis, in e, for atoms 1 through 4: O -0.468; C 0.413; N -0.437; C 0.142


| no. | E_HOMO (Ha) |
| --- | --- |
| 1 | -0.375 |
| 2 | -0.558 |
| 3 | -0.357 |
| 4 | -0.372 |